1.
A 3-piece molecular cluster, C5H10O overall. Source: OMol25; level of theory: the ωB97M-V functional and the def2-TZVPD basis.

```
16
Properties=species:S:1:pos:R:3:forces:R:3
C 1.7153 -1.2569 -0.2811 -0.019 -0.044 0.032
C 1.3148 0.0137 -0.9852 -0.094 -0.113 -0.285
O 0.6121 0.0179 -1.9688 0.397 -0.031 0.352
C -0.3259 0.5919 1.3794 -0.115 0.206 0.059
C -1.4103 1.1780 0.9967 0.146 0.093 0.155
C -1.4261 -0.3183 0.9179 -0.167 -0.333 -0.049
H 0.8670 -1.9462 -0.2672 0.139 0.081 -0.015
H 2.0712 -1.0779 0.7368 -0.032 -0.007 -0.165
H 2.5225 -1.7228 -0.8575 -0.060 0.053 0.071
H 1.7186 0.9651 -0.5794 -0.029 -0.110 -0.111
H -1.2050 1.1051 -1.8074 -0.187 0.114 -0.016
H 0.6771 0.6547 1.7697 -0.159 0.024 -0.007
H -1.9778 2.0798 0.8222 0.137 -0.170 0.079
H -1.7948 1.4096 -1.4692 -0.037 0.010 -0.165
H -1.3611 -0.8068 -0.0620 0.011 0.156 0.174
H -1.9976 -0.8869 1.6552 0.070 0.071 -0.109
```
Positions in Å, forces in eV/Å.

Calculated values
SMILES   C1=CC1.[H][H].CC=O
Kohn-Sham gap   10.56 eV

---

2.
C5H10O as an isolated structure. Source: OMol25; level of theory: the ωB97M-V functional and the def2-TZVPD basis.

```
16
Properties=species:S:1:pos:R:3:forces:R:3
O -0.9961 -0.7434 1.9598 -1.053 0.117 0.475
C -0.9157 0.1786 -0.6959 -1.179 0.740 -1.599
C -0.1204 -1.0183 -1.0750 -0.167 0.072 0.521
C 0.7071 -0.6878 0.0966 2.201 -1.030 -0.003
C 1.1306 0.7262 0.2181 0.170 0.007 -0.022
C -0.1366 1.3967 -0.3107 -0.004 0.072 0.075
H -1.2962 -0.4236 1.0589 0.851 -0.695 1.438
H -1.9382 0.2717 -1.0684 -0.105 -0.073 0.538
H -0.6933 -1.9373 -0.8569 0.212 0.230 -0.450
H 0.3606 -1.0886 -2.0529 0.080 0.100 -0.274
H 1.2415 -1.4743 0.6381 -0.233 0.101 0.088
H -0.1263 -1.1673 1.8709 -0.787 0.364 -0.259
H 1.3691 1.0108 1.2497 -0.052 -0.073 -0.237
H 2.0181 0.9111 -0.3997 0.044 0.156 0.015
H -0.6320 1.9464 0.5033 0.060 -0.102 -0.282
H 0.0279 2.0989 -1.1359 -0.037 0.014 -0.023
```
Positions in Å, forces in eV/Å.

Calculated values
Kohn-Sham gap (alpha / beta)   7.80 / 8.55 eV

---

3.
C5H10O in the gas phase. Source: OMol25; level of theory: the ωB97M-V functional and the def2-TZVPD basis.

```
16
Properties=species:S:1:pos:R:3:forces:R:3
C -1.4725 -0.9277 -0.1722 -0.063 -0.086 0.141
C -0.5912 -0.0914 -1.0412 -0.496 -1.448 -0.731
C -0.1958 1.2149 -0.6900 0.665 1.868 1.897
C 0.7183 1.3585 0.6551 -0.737 0.715 -0.588
O 0.8173 0.2627 1.4133 0.353 -0.530 -0.017
C 1.4641 -0.7428 0.6287 0.428 -0.144 0.220
H -2.5271 -0.6311 -0.2709 0.094 -0.010 0.042
H -1.4161 -1.9913 -0.4368 -0.019 0.233 0.011
H -1.2191 -0.8324 0.8996 -0.088 0.035 -0.326
H -0.2072 -0.5351 -1.9572 -0.145 0.086 0.114
H 0.2187 1.8404 -1.4818 -0.065 -0.148 0.058
H -1.0258 1.7458 -0.1794 -0.151 0.022 -0.620
H 0.4946 2.2210 1.2906 -0.089 -0.026 -0.217
H 1.7223 -0.2615 -0.3203 0.065 -0.647 -0.017
H 2.3911 -1.0031 1.1331 0.054 -0.104 0.105
H 0.8283 -1.6269 0.5294 0.194 0.185 -0.072
```
Positions in Å, forces in eV/Å.

Calculated values
Kohn-Sham gap (alpha / beta)   8.04 / 7.82 eV

---

4.
C5H10O in the gas phase. Source: OMol25; level of theory: the ωB97M-V functional and the def2-TZVPD basis.

```
16
Properties=species:S:1:pos:R:3:forces:R:3
C -1.7433 0.3324 0.2751 -0.015 0.055 0.015
C -1.0482 -0.9848 -0.0608 -0.069 -0.100 -0.037
C 0.3604 -1.1083 0.5562 0.027 -0.085 0.054
C 1.3541 -0.3468 -0.2781 -0.056 0.271 -0.075
C 1.4964 0.9690 -0.1893 -0.154 -0.380 0.238
O 2.2579 1.6908 -1.0670 0.031 0.224 -0.048
H -1.1228 1.1922 0.0011 -0.107 -0.138 0.003
H -1.9541 0.4028 1.3491 0.038 -0.019 -0.143
H -2.6923 0.4316 -0.2621 0.114 -0.044 0.090
H -1.6789 -1.8186 0.2678 0.078 0.068 0.013
H -0.9506 -1.0759 -1.1501 -0.049 -0.037 0.131
H 0.3432 -0.7485 1.5942 0.000 -0.009 -0.175
H 0.6520 -2.1628 0.5985 -0.044 0.121 0.016
H 1.8584 -0.8643 -1.0927 -0.107 0.055 0.071
H 1.0229 1.5351 0.6135 0.066 -0.004 -0.130
H 1.8448 2.5562 -1.1554 0.247 0.022 -0.025
```
Positions in Å, forces in eV/Å.

Calculated values
SMILES   CCC/C=C/O
Kohn-Sham gap   9.60 eV

---

5.
A 2-piece molecular cluster, C5H10O overall. Source: OMol25; level of theory: the ωB97M-V functional and the def2-TZVPD basis.

```
16
Properties=species:S:1:pos:R:3:forces:R:3
O 0.8372 -0.4519 1.8822 -0.267 -0.275 -0.327
C 0.3666 -1.1145 0.9866 0.115 0.182 0.287
C 0.0060 -0.6241 -0.3820 0.103 -0.098 0.021
C 0.3321 0.8428 -0.7256 0.153 0.082 -0.038
C -1.0201 1.2582 -0.1139 -0.103 0.200 0.038
C -1.4898 -0.2081 -0.2002 -0.288 -0.081 -0.036
H 2.6761 -0.3902 0.6929 0.258 0.018 -0.137
H 0.0408 -2.1628 1.1679 0.104 0.068 0.047
H 3.0428 -0.5558 0.0684 0.137 0.005 -0.026
H 0.2234 -1.3857 -1.1411 -0.093 0.080 0.233
H 0.3469 0.9841 -1.8114 -0.018 -0.053 0.163
H 1.2413 1.2784 -0.3053 -0.159 -0.128 0.037
H -0.9052 1.5860 0.9210 -0.010 -0.082 -0.077
H -1.6144 2.0011 -0.6460 0.048 -0.060 -0.026
H -1.9937 -0.6115 0.6840 0.008 0.015 -0.136
H -2.0900 -0.4460 -1.0774 0.013 0.126 -0.023
```
Positions in Å, forces in eV/Å.

Calculated values
SMILES   O=CC1CCC1.[H][H]
Kohn-Sham gap   10.82 eV

---

6.
C5H10O in the gas phase. Source: OMol25; level of theory: the ωB97M-V functional and the def2-TZVPD basis.

```
16
Properties=species:S:1:pos:R:3:forces:R:3
C -1.6735 0.7465 -0.5151 -0.027 0.014 -0.063
C -0.4521 0.0671 0.0537 0.199 0.040 -0.115
C -0.6271 -0.5107 1.4341 0.047 -0.027 0.055
C 0.7199 0.0037 -0.5944 -0.145 -0.071 0.368
O 0.8886 0.3686 -1.9078 -0.206 0.066 -0.168
C 2.0420 -0.4057 -0.0030 0.005 -0.012 0.058
H -1.4683 1.3117 -1.4317 -0.051 -0.087 0.137
H -2.0510 1.4749 0.2158 0.045 -0.123 -0.107
H -2.5001 0.0534 -0.7195 0.152 0.032 0.020
H 0.0218 0.4012 -2.3308 0.135 0.077 0.018
H -0.7198 0.2639 2.2078 0.009 -0.064 -0.126
H 0.1956 -1.1753 1.7118 -0.116 0.129 -0.016
H -1.5506 -1.1045 1.4691 0.147 0.086 0.012
H 2.1541 -0.0244 1.0160 -0.019 -0.119 -0.145
H 2.1834 -1.4924 0.0147 -0.064 0.133 -0.038
H 2.8369 0.0219 -0.6208 -0.110 -0.074 0.111
```
Positions in Å, forces in eV/Å.

Calculated values
SMILES   CC(C)=C(C)O
Kohn-Sham gap   9.02 eV

---

7.
A 2-piece molecular cluster, C5H10O overall. Source: OMol25; level of theory: the ωB97M-V functional and the def2-TZVPD basis.

```
16
Properties=species:S:1:pos:R:3:forces:R:3
C 1.5632 -0.0428 0.9444 -0.043 0.004 0.018
C 1.1877 -0.0112 -0.5244 0.232 0.124 -0.074
C 0.2283 -1.1043 -1.1174 -0.037 -0.179 -0.220
C -0.0386 0.3295 -1.2542 0.240 0.215 -0.565
C -1.9191 0.5756 0.7100 -0.256 0.078 0.173
O -0.5624 1.1651 -1.9450 0.460 -0.412 0.125
H 2.4159 -0.7212 1.0656 -0.146 0.109 0.023
H 1.8722 0.9455 1.2992 -0.080 -0.111 -0.089
H 0.7607 -0.4033 1.5953 0.035 0.098 -0.230
H 2.0169 0.2792 -1.1668 0.164 -0.182 0.030
H 0.4581 -1.6341 -2.0355 0.154 -0.099 0.081
H -0.2704 -1.7057 -0.3586 0.028 0.269 -0.183
H -3.0027 0.5177 0.6827 -0.157 0.012 0.411
H -1.5564 1.2813 1.4580 -0.227 -0.081 0.085
H -1.5129 -0.4199 0.9136 -0.110 0.266 -0.100
H -1.6405 0.9487 -0.2668 -0.257 -0.111 0.516
```
Positions in Å, forces in eV/Å.

Calculated values
SMILES   C[C@H]1CC1=O.C
Kohn-Sham gap   9.92 eV

---

8.
C5H10O in the gas phase. Source: OMol25; level of theory: the ωB97M-V functional and the def2-TZVPD basis.

```
16
Properties=species:S:1:pos:R:3:forces:R:3
C -0.5987 1.2954 -0.8783 0.013 0.035 -0.042
C -0.4720 0.0869 0.0469 -0.015 -0.022 -0.068
C -1.5593 -0.9496 -0.2699 -0.162 -0.101 -0.020
C 0.7574 -0.7670 -0.2184 -0.227 0.053 0.019
C 2.0026 -0.2004 1.0066 0.337 0.191 0.206
O 1.1795 -1.3419 1.0064 -0.084 0.007 -0.129
H 0.0539 2.1256 -0.5800 -0.041 -0.197 -0.022
H -1.6295 1.6678 -0.8660 0.161 -0.028 -0.004
H -0.3509 1.0210 -1.9098 -0.031 0.004 0.146
H -0.5573 0.3957 1.1012 0.022 -0.116 -0.150
H -2.5535 -0.5092 -0.1549 0.095 -0.048 0.018
H -1.4761 -1.8207 0.3874 -0.071 0.111 -0.081
H -1.4402 -1.2901 -1.3045 -0.105 0.025 0.138
H 1.9194 0.1606 -0.1145 0.176 0.183 0.078
H 3.0576 -0.4686 1.0724 -0.115 0.058 0.038
H 1.6671 0.5946 1.6755 0.047 -0.153 -0.125
```
Positions in Å, forces in eV/Å.

Calculated values
Kohn-Sham gap   9.29 eV

---

Record order is preserved below.
ΔE to the lowest compared entry with this formula, charge and spin: 4.388, 4.428, 4.651, 0.938, 2.200, 0.571, 2.489, 4.496 eV
Record order is preserved below.
Maximum force: 0.5, 2.4, 2.7, 0.5, 0.5, 0.4, 0.7, 0.4 eV/A